A structure of composition C39H48CaN10OSiTe at a distorted geometry. Source: the OMol25 dataset; level of theory: ωB97M-V/def2-TZVPD.

Its total charge is -2. As for the spin multiplicity: 1. The max |F| is 0.0352 Eh/bohr. The value obtained for the LUMO energy is 3.3318 eV. The energy is -91782.927 eV. The value obtained for the HOMO-LUMO gap is 0.10596 Eh.

XYZ file:
```
101
Properties=species:S:1:pos:R:3:forces:R:3
Ca 0.332 0.005 0.205 -1.206 0.124 -0.210
N 3.873 -0.622 -0.039 0.060 -0.120 0.007
C 3.464 -0.497 1.264 -0.132 0.039 0.369
C 4.483 -0.460 2.235 0.042 0.018 0.115
C 4.149 -0.322 3.559 -0.158 0.002 -0.198
C 2.801 -0.226 3.906 0.040 -0.020 0.094
C 1.874 -0.286 2.893 0.014 -0.038 0.198
N 2.180 -0.417 1.597 0.871 -0.363 0.257
C 3.217 -0.798 -1.247 -0.127 -0.109 -0.494
C 4.029 -1.134 -2.337 0.079 -0.072 0.041
C 3.461 -1.293 -3.580 -0.123 0.065 0.133
C 2.091 -1.122 -3.714 0.044 0.029 -0.055
C 1.364 -0.806 -2.586 -0.164 -0.086 -0.320
N 1.905 -0.632 -1.377 0.843 -0.353 -0.070
H 4.850 -0.846 -0.108 0.078 0.066 -0.028
H 5.518 -0.541 1.930 0.007 0.006 -0.029
H 4.920 -0.299 4.318 0.019 0.018 -0.011
H 2.488 -0.123 4.935 -0.042 0.020 -0.028
H 0.814 -0.252 3.118 0.019 0.100 0.032
H 5.094 -1.269 -2.190 0.001 0.004 -0.007
H 4.074 -1.553 -4.433 0.019 0.000 0.012
H 1.597 -1.240 -4.666 -0.067 -0.031 0.024
H 0.290 -0.662 -2.638 0.001 0.049 -0.028
C -1.888 1.321 2.639 0.121 0.161 -0.110
C -0.699 2.226 2.491 -0.140 0.069 0.270
C -0.541 3.348 3.281 0.023 0.015 0.038
C 0.597 4.142 3.077 0.014 -0.094 -0.101
C 1.497 3.802 2.107 0.035 -0.025 0.043
C 1.273 2.649 1.287 0.199 0.273 -0.040
N 0.181 1.876 1.543 -0.104 0.533 0.701
N 2.052 2.269 0.283 -0.145 -0.311 0.046
Si 3.286 3.118 -0.505 0.383 0.261 -0.451
C 3.050 5.004 -0.690 -0.208 -0.268 0.200
C 5.015 2.912 0.291 -0.242 -0.099 0.041
C 3.400 2.421 -2.268 0.046 0.078 0.171
H -2.572 1.682 3.408 -0.006 -0.030 0.016
H -1.564 0.308 2.901 -0.040 -0.012 0.023
H -2.415 1.265 1.673 -0.042 -0.103 -0.021
H -1.272 3.599 4.038 -0.040 -0.024 -0.036
H 0.761 5.024 3.687 0.016 -0.001 0.005
H 2.393 4.381 1.928 -0.032 0.078 0.058
H 3.258 5.550 0.233 0.020 -0.011 0.001
H 2.014 5.217 -0.966 -0.005 0.016 -0.035
H 3.691 5.421 -1.471 0.064 -0.111 -0.033
H 5.016 3.242 1.334 -0.032 0.031 0.002
H 5.779 3.485 -0.242 -0.036 0.030 -0.060
H 5.323 1.862 0.288 -0.018 -0.020 -0.018
H 2.503 1.843 -2.493 -0.029 0.017 -0.012
H 4.263 1.764 -2.405 0.016 -0.009 0.011
H 3.470 3.220 -3.009 0.020 0.025 0.010
N -2.001 -5.991 5.226 0.027 -0.010 0.025
C -1.688 -5.188 4.466 -0.191 -0.542 0.446
C -1.330 -4.185 3.533 0.342 1.298 -1.217
C -2.305 -3.371 2.940 0.094 -0.678 0.556
C -1.912 -2.375 2.074 -0.142 0.572 -0.405
N -0.642 -2.124 1.739 0.101 -0.444 0.252
C 0.280 -2.948 2.257 0.164 0.390 -0.483
C -0.004 -3.958 3.149 -0.331 -0.625 0.577
H -3.351 -3.531 3.165 -0.028 0.114 -0.042
H -2.656 -1.734 1.610 0.011 -0.018 0.024
H 1.299 -2.791 1.925 -0.019 -0.064 0.143
H 0.786 -4.580 3.548 0.097 0.059 -0.108
N -0.960 5.435 -2.768 0.037 -0.108 -0.042
C -1.229 4.314 -2.606 0.118 0.350 0.060
C -1.602 2.981 -2.408 -0.133 -0.124 0.020
C -2.700 2.390 -3.149 -0.057 -0.123 0.064
C -3.070 1.129 -2.900 0.113 -0.059 -0.034
C -2.471 0.337 -1.767 -0.454 -0.838 0.389
N -1.140 0.860 -1.348 0.027 0.181 -0.602
C -0.843 2.107 -1.619 0.004 -0.063 -0.089
H -3.159 2.971 -3.943 0.012 -0.051 -0.047
H -3.794 0.620 -3.526 -0.077 0.084 0.000
H -2.257 -0.680 -2.174 0.188 0.212 -0.364
H 0.116 2.462 -1.236 -0.058 0.119 0.085
C -1.205 -4.846 -4.363 0.120 0.159 0.047
Te 0.270 -4.587 -2.723 -0.646 -0.303 -0.856
C -1.189 -3.384 -1.742 0.021 0.037 0.173
H -1.425 -3.888 -4.839 0.028 0.014 0.038
H -2.144 -5.264 -3.996 0.070 -0.018 0.097
H -0.812 -5.517 -5.130 0.093 -0.027 0.074
H -1.925 -4.037 -1.276 0.013 0.065 0.103
H -1.692 -2.749 -2.467 0.057 0.001 -0.078
H -0.715 -2.756 -0.984 0.014 -0.229 -0.085
O 3.242 -4.346 1.143 -0.076 0.123 0.101
C 2.403 -4.254 0.267 0.090 -0.112 -0.220
N 1.586 -4.165 -0.584 0.274 0.380 0.690
C -5.347 -1.373 -0.510 -0.396 0.251 0.040
C -4.806 0.076 -0.336 0.450 -0.421 0.078
C -5.129 0.488 1.116 -0.196 -0.073 -0.123
C -5.614 0.997 -1.256 0.010 -0.045 0.056
C -3.306 0.152 -0.512 0.265 1.038 0.309
H -6.429 -1.416 -0.302 -0.031 -0.160 -0.077
H -4.841 -2.051 0.181 0.040 0.010 0.000
H -5.170 -1.728 -1.527 0.031 -0.005 -0.010
H -6.202 0.375 1.332 0.008 -0.031 0.052
H -4.843 1.527 1.275 0.036 0.006 0.007
H -4.573 -0.136 1.823 0.046 0.026 0.026
H -6.618 1.148 -0.838 -0.031 -0.029 -0.045
H -5.729 0.571 -2.254 0.025 0.028 -0.038
H -5.122 1.963 -1.355 -0.002 0.043 0.032
H -2.767 -0.505 0.187 -0.114 -0.172 -0.124
```
Forces are in eV/Å.

Löwdin population analysis, charges in e, atoms 1 to 99: atom 1 (Ca): 1.31, atom 2 (N): 0.15, atom 3 (C): -0.30, atom 4 (C): -0.01, atom 5 (C): -0.06, atom 6 (C): -0.06, atom 7 (C): -0.16, atom 8 (N): 0.01, atom 9 (C): -0.31, atom 10 (C): -0.02, atom 11 (C): -0.06, atom 12 (C): -0.07, atom 13 (C): -0.14, atom 14 (N): 0.02, atom 15 (H): 0.13, atom 16 (H): 0.11, atom 17 (H): 0.10, atom 18 (H): 0.10, atom 19 (H): 0.10, atom 20 (H): 0.11, atom 21 (H): 0.11, atom 22 (H): 0.11, atom 23 (H): 0.10, atom 24 (C): -0.04, atom 25 (C): -0.35, atom 26 (C): -0.08, atom 27 (C): -0.10, atom 28 (C): -0.04, atom 29 (C): -0.47, atom 30 (N): -0.02, atom 31 (N): -0.06, atom 32 (Si): 0.38, atom 33 (C): -0.19, atom 34 (C): -0.19, atom 35 (C): -0.16, atom 36 (H): 0.07, atom 37 (H): 0.05, atom 38 (H): 0.05, atom 39 (H): 0.09, atom 40 (H): 0.09, atom 41 (H): 0.08, atom 42 (H): 0.01, atom 43 (H): 0.03, atom 44 (H): 0.02, atom 45 (H): 0.01, atom 46 (H): 0.01, atom 47 (H): -0.01, atom 48 (H): 0.01, atom 49 (H): 0.01, atom 50 (H): 0.02, atom 51 (N): 0.15, atom 52 (C): -0.18, atom 53 (C): -0.22, atom 54 (C): 0.00, atom 55 (C): -0.12, atom 56 (N): 0.06, atom 57 (C): -0.13, atom 58 (C): 0.01, atom 59 (H): 0.12, atom 60 (H): 0.08, atom 61 (H): 0.08, atom 62 (H): 0.12, atom 63 (N): 0.05, atom 64 (C): -0.30, atom 65 (C): -0.27, atom 66 (C): -0.10, atom 67 (C): -0.11, atom 68 (C): -0.41, atom 69 (N): -0.13, atom 70 (C): -0.19, atom 71 (H): 0.09, atom 72 (H): 0.09, atom 73 (H): 0.08, atom 74 (H): 0.08, atom 75 (C): -0.51, atom 76 (Te): 1.08, atom 77 (C): -0.47, atom 78 (H): -0.03, atom 79 (H): -0.03, atom 80 (H): -0.04, atom 81 (H): 0.00, atom 82 (H): -0.02, atom 83 (H): -0.04, atom 84 (O): -0.07, atom 85 (C): -0.64, atom 86 (N): -0.12, atom 87 (C): -0.09, atom 88 (C): -0.64, atom 89 (C): -0.11, atom 90 (C): -0.09, atom 91 (C): -0.14, atom 92 (H): 0.06, atom 93 (H): 0.05, atom 94 (H): 0.07, atom 95 (H): 0.06, atom 96 (H): 0.07, atom 97 (H): 0.06, atom 98 (H): 0.06, atom 99 (H): 0.06

A structure of composition C39H48MgN5O2P2S. Source: the OMol25 dataset; level of theory: ωB97M-V/def2-TZVPD.

Its total charge is +1. As for the spin multiplicity: 1. The max |F| is 0.0179 Eh/bohr. The value obtained for the LUMO energy is -2.7023 eV. The energy is -87624.563 eV. The value obtained for the HOMO-LUMO gap is 0.27485 Eh.

XYZ file:
```
98
Properties=species:S:1:pos:R:3:forces:R:3
Mg -0.720 -0.166 -0.557 0.431 -0.721 0.376
C -4.549 1.321 -1.924 0.088 -0.055 0.038
C -3.376 0.505 -1.481 0.140 0.682 0.116
N -2.268 1.006 -1.056 -0.744 -0.102 -0.192
N -2.046 2.326 -0.977 0.040 0.569 0.040
C -0.844 2.546 -0.416 -0.553 -0.171 -0.209
O -0.077 1.619 -0.001 0.345 0.442 -0.018
C -0.443 3.966 -0.289 0.031 0.111 0.100
C 0.858 4.283 0.094 0.018 -0.134 -0.003
C 1.247 5.606 0.213 0.037 0.083 0.021
C 0.335 6.623 -0.032 -0.003 -0.017 0.012
C -0.967 6.313 -0.406 -0.002 0.048 0.006
C -1.356 4.992 -0.538 0.069 -0.082 -0.001
C -3.380 -0.962 -1.509 -0.137 -0.477 -0.068
C -4.473 -1.699 -1.970 0.105 0.196 0.047
C -4.389 -3.079 -2.021 0.082 -0.059 0.000
C -3.215 -3.704 -1.617 -0.113 0.009 -0.021
C -2.183 -2.908 -1.155 -0.011 -0.043 -0.024
N -2.257 -1.581 -1.090 -0.292 -0.303 -0.172
H -4.316 2.371 -1.773 -0.018 0.004 -0.017
H -5.446 1.072 -1.354 -0.013 -0.028 -0.021
H -4.762 1.157 -2.983 -0.042 -0.012 0.007
H 1.557 3.482 0.294 -0.029 0.000 -0.013
H 2.261 5.851 0.502 -0.004 -0.025 0.013
H 0.634 7.657 0.077 0.006 -0.004 -0.019
H -1.677 7.109 -0.589 -0.011 -0.023 -0.008
H -2.363 4.733 -0.829 -0.031 0.019 -0.009
H -5.369 -1.184 -2.288 -0.009 -0.025 -0.007
H -5.225 -3.662 -2.385 -0.003 -0.002 0.020
H -3.109 -4.779 -1.655 0.025 0.012 0.014
H -1.244 -3.347 -0.829 -0.038 -0.002 -0.001
C 1.941 -3.132 0.682 -0.219 0.072 -0.131
P 1.483 -1.376 0.381 0.695 -0.157 0.314
C 1.448 -0.798 2.142 0.158 -0.093 0.162
N 2.553 -0.948 2.833 0.094 -0.027 -0.202
C 2.599 -0.507 4.108 -0.275 0.141 0.106
C 3.781 -0.655 4.868 0.092 -0.013 0.086
C 3.817 -0.188 6.150 0.093 -0.095 -0.140
C 2.689 0.444 6.722 -0.140 0.087 0.032
C 1.533 0.598 6.012 0.072 0.038 0.137
C 1.466 0.116 4.686 0.235 -0.149 -0.183
N 0.313 0.200 3.987 -0.153 -0.024 -0.029
C 0.274 -0.264 2.760 0.008 0.140 0.224
P -1.382 -0.300 1.948 -0.103 -0.091 0.804
C -2.135 1.204 2.658 0.028 -0.052 -0.206
C -2.229 -1.714 2.870 0.060 0.024 -0.287
C -1.433 -2.987 2.564 -0.006 0.105 -0.002
C -2.355 -1.537 4.380 0.009 0.046 -0.069
C -3.628 -1.834 2.251 0.048 0.035 -0.084
C 3.087 -0.713 -0.386 -0.137 0.105 -0.036
C 4.377 -0.886 0.414 -0.102 -0.060 0.005
C 2.864 0.775 -0.675 -0.074 -0.070 0.070
C 3.256 -1.474 -1.712 -0.053 -0.021 0.069
H 2.758 -3.171 1.399 0.043 -0.019 0.001
H 2.247 -3.584 -0.261 0.000 -0.050 0.040
H 1.094 -3.692 1.078 -0.001 0.035 0.001
H 4.633 -1.136 4.406 -0.008 -0.001 0.012
H 4.716 -0.300 6.741 0.001 0.011 -0.007
H 2.751 0.806 7.740 -0.025 -0.002 -0.006
H 0.659 1.072 6.438 -0.004 -0.002 -0.025
H -1.964 1.247 3.730 -0.018 0.007 0.046
H -3.203 1.217 2.437 0.003 0.006 0.011
H -1.675 2.072 2.186 -0.016 -0.003 0.012
H -0.441 -2.957 3.020 0.001 -0.018 -0.018
H -1.322 -3.126 1.485 0.034 -0.040 0.015
H -1.958 -3.858 2.963 -0.004 -0.005 0.007
H -1.384 -1.470 4.863 0.082 0.035 0.049
H -2.877 -2.404 4.794 -0.020 0.008 -0.018
H -2.930 -0.648 4.638 -0.003 0.009 0.013
H -3.574 -1.915 1.162 -0.051 -0.021 0.054
H -4.251 -0.974 2.503 -0.015 -0.010 -0.010
H -4.124 -2.730 2.631 -0.013 0.013 0.035
H 4.387 -0.282 1.313 0.006 0.058 0.100
H 5.210 -0.569 -0.221 -0.018 -0.018 -0.018
H 4.549 -1.925 0.694 0.019 -0.002 0.041
H 2.671 1.324 0.249 -0.024 0.042 -0.033
H 2.015 0.923 -1.342 -0.007 0.077 -0.011
H 3.754 1.199 -1.146 0.026 -0.045 0.007
H 3.786 -2.415 -1.562 -0.047 -0.025 -0.023
H 3.838 -0.870 -2.411 0.029 0.012 0.021
H 2.299 -1.694 -2.185 -0.020 -0.035 -0.071
C -1.383 -1.197 -4.523 0.182 -0.088 0.262
S 0.134 -1.316 -3.534 -0.106 0.146 -0.849
O -0.088 -0.398 -2.368 0.342 0.242 -0.594
C 1.192 -0.388 -4.648 -0.035 -0.108 0.211
C 2.089 -1.071 -5.454 -0.109 -0.124 0.027
C 2.898 -0.349 -6.319 0.048 0.017 -0.032
C 2.811 1.036 -6.357 -0.021 -0.024 0.013
C 1.924 1.707 -5.525 0.013 0.000 0.003
C 1.109 0.995 -4.659 -0.073 0.090 0.082
H -1.705 -0.156 -4.518 0.062 0.031 -0.013
H -2.142 -1.838 -4.076 0.025 0.003 0.032
H -1.151 -1.527 -5.534 -0.013 -0.030 -0.001
H 2.151 -2.152 -5.409 0.033 0.012 -0.001
H 3.605 -0.867 -6.953 -0.017 -0.001 -0.009
H 3.441 1.596 -7.035 0.015 -0.003 0.013
H 1.868 2.787 -5.545 0.002 -0.002 -0.003
H 0.429 1.505 -3.987 0.010 -0.007 -0.011
```
Forces are in eV/Å.

Partial atomic charges computed with the Löwdin method, in multiples of e: atom 1 (Mg): 0.30, atom 2 (C): -0.01, atom 3 (C): -0.25, atom 4 (N): -0.03, atom 5 (N): 0.09, atom 6 (C): -0.42, atom 7 (O): -0.12, atom 8 (C): -0.15, atom 9 (C): -0.02, atom 10 (C): -0.07, atom 11 (C): -0.08, atom 12 (C): -0.07, atom 13 (C): -0.03, atom 14 (C): -0.22, atom 15 (C): 0.00, atom 16 (C): -0.04, atom 17 (C): -0.04, atom 18 (C): -0.14, atom 19 (N): 0.04, atom 20 (H): 0.07, atom 21 (H): 0.09, atom 22 (H): 0.09, atom 23 (H): 0.10, atom 24 (H): 0.11, atom 25 (H): 0.11, atom 26 (H): 0.11, atom 27 (H): 0.10, atom 28 (H): 0.12, atom 29 (H): 0.12, atom 30 (H): 0.11, atom 31 (H): 0.11, atom 32 (C): -0.23, atom 33 (P): 1.05, atom 34 (C): -0.37, atom 35 (N): 0.14, atom 36 (C): -0.20, atom 37 (C): -0.01, atom 38 (C): -0.06, atom 39 (C): -0.06, atom 40 (C): 0.00, atom 41 (C): -0.20, atom 42 (N): 0.14, atom 43 (C): -0.38, atom 44 (P): 1.03, atom 45 (C): -0.22, atom 46 (C): -0.70, atom 47 (C): -0.09, atom 48 (C): -0.08, atom 49 (C): -0.09, atom 50 (C): -0.68, atom 51 (C): -0.09, atom 52 (C): -0.10, atom 53 (C): -0.10, atom 54 (H): 0.04, atom 55 (H): 0.04, atom 56 (H): 0.03, atom 57 (H): 0.12, atom 58 (H): 0.11, atom 59 (H): 0.11, atom 60 (H): 0.12, atom 61 (H): 0.04, atom 62 (H): 0.05, atom 63 (H): 0.04, atom 64 (H): 0.08, atom 65 (H): 0.05, atom 66 (H): 0.09, atom 67 (H): 0.07, atom 68 (H): 0.09, atom 69 (H): 0.08, atom 70 (H): 0.05, atom 71 (H): 0.08, atom 72 (H): 0.09, atom 73 (H): 0.06, atom 74 (H): 0.09, atom 75 (H): 0.08, atom 76 (H): 0.07, atom 77 (H): 0.06, atom 78 (H): 0.10, atom 79 (H): 0.08, atom 80 (H): 0.10, atom 81 (H): 0.02, atom 82 (C): -0.18, atom 83 (S): 0.99, atom 84 (O): -0.58, atom 85 (C): -0.40, atom 86 (C): -0.08, atom 87 (C): -0.06, atom 88 (C): -0.06, atom 89 (C): -0.05, atom 90 (C): -0.06, atom 91 (H): 0.07, atom 92 (H): 0.04, atom 93 (H): 0.07, atom 94 (H): 0.12, atom 95 (H): 0.11, atom 96 (H): 0.11, atom 97 (H): 0.11, atom 98 (H): 0.12

Question: spin multiplicity of number 1 (C39H48CaN10OSiTe)?
Answer: 1

Question: Among the records above, which one has the lowest max |F|?
Answer: C39H48MgN5O2P2S